Density functional theory data (wB97M-V/def2-TZVPD) for a molecular structure, C17H14F7MnN2O6S2 in a non-equilibrium geometry.

Its largest force on an atom is 2.697 eV Å⁻¹. The calculation puts the gap between HOMO and LUMO (spin up / spin down) at 4.33 / 6.08 eV.

```
! RIJCOSX wB97M-V def2-TZVPD def2/J DEFGRID3
* xyz 0 5
F -3.6076 2.9669 -2.4700
H 2.1668 -4.5215 2.7784
F -1.5749 3.4198 -1.9173
S -2.0372 0.8121 -2.0511
H 3.0759 -6.0222 4.5373
H 6.4286 -2.5626 1.2034
O -1.5980 0.7010 -3.3918
C 6.3624 -3.6347 1.0192
C 2.0368 -2.2718 -0.5222
C 5.1076 -5.7094 3.9452
O 1.5935 -0.0475 0.0532
H -0.4036 -3.7702 -2.3411
N 3.6319 -3.2558 0.9575
C 0.3928 -3.6559 -1.6228
H 2.2219 -5.4798 0.5652
O 3.7355 -0.6858 0.0346
H 0.7456 -1.5835 -2.1058
C 2.5470 -0.8939 -0.1363
H 7.3653 -4.0458 1.0303
H 7.6681 -5.7978 4.1810
H 7.9014 -5.8274 2.4359
C -2.5839 2.5804 -1.7268
C 5.9907 -5.0835 3.0712
C -3.5555 -0.4118 0.9599
C 3.7378 -5.5387 3.8344
F 0.0989 -1.7430 1.5341
C 0.8060 -4.7390 -0.8518
H 0.3178 -5.6963 -0.9675
H 5.9457 -3.7677 0.0221
C 3.2245 -4.7271 2.8444
C 2.5195 -3.3905 0.1920
C 1.0039 -2.4205 -1.4543
O -4.4025 -2.0939 -0.9348
S -3.3211 -1.2043 -0.7455
F -4.3679 0.6339 0.9114
H 4.1255 -2.3711 0.8321
F -3.9861 -1.2462 1.8893
C 4.0974 -4.1092 1.9461
H 7.9650 -4.2976 3.3029
O -1.9941 -1.7769 -0.6147
H 5.5076 -6.3352 4.7281
F -2.9512 2.6449 -0.4482
Mn -0.2543 -0.6842 0.1816
C 7.4658 -5.2627 3.2584
F -2.3320 0.0392 1.3577
C 5.4872 -4.2891 2.0451
C 1.8634 -4.6203 0.0227
O -1.0071 0.6446 -1.0293
N -3.3568 0.0301 -1.7092
*
```

Density functional theory data (wB97M-V/def2-TZVPD) for a molecular structure, C17H14N6O3ReS3Te4.

Its largest force on an atom is 0.506 eV Å⁻¹. The calculation puts the gap between HOMO and LUMO (spin up / spin down) at 6.35 / 5.18 eV. As for the relative energy (zero: lowest compared OMol25 entry of this formula, charge and spin): 11.7 kJ/mol.

```
! RIJCOSX wB97M-V def2-TZVPD def2/J DEFGRID3
* xyz 0 4
C -1.0300 -1.3127 0.4619
C -0.1108 4.5807 1.5281
H -0.7172 -2.5386 4.1230
N 1.8592 1.2960 2.1401
H 0.9385 -4.7860 -2.9023
O -2.8407 -0.3863 -4.4445
C 0.4221 5.8342 1.6819
H -2.1478 -2.7965 -0.5788
S -0.3736 0.2987 3.3730
O -2.5690 -1.4696 -6.6004
H -0.4020 -1.5989 5.6065
S -3.0099 -1.6129 -5.2383
C -0.3477 -4.4666 -4.6156
S 1.5982 -1.8596 4.2701
N -1.2931 -3.7459 -5.1990
C 1.2309 -0.4014 3.3842
C 1.9300 3.5851 2.0494
H -1.8331 -1.0213 1.1225
C 2.5851 2.3521 2.3522
H 0.1813 -3.2687 5.4708
Te -0.9626 0.8727 -2.8805
O -4.2794 -2.2646 -5.0210
Re 0.0047 1.4676 1.2819
C 1.7744 5.9711 2.0074
C -1.8066 -2.7526 -4.4799
C 2.5297 4.8404 2.1890
H -0.2099 6.6973 1.5321
C -1.1839 -2.3254 -0.4518
H 2.0595 -0.4034 -0.0555
H 3.5261 2.2845 2.8812
C 0.1337 -4.2090 -3.3349
H -1.1393 4.4336 1.2319
Te -2.6393 1.9055 0.8012
Te -3.2645 0.7706 -1.5546
C 1.0890 -2.0237 -1.0809
C -0.0078 -2.3466 4.9235
N 2.2413 0.1218 2.7629
H 1.9516 -2.2420 -1.6957
H 3.5791 4.8939 2.4431
N 0.0823 -0.5560 0.5087
H 2.2184 6.9516 2.1110
N -1.4951 -2.4897 -3.2175
C -0.1476 -2.6033 -1.3356
H 0.0598 -5.2843 -5.2004
N 0.6158 3.4539 1.7084
C -0.5125 -3.1972 -2.6531
Te 0.5572 2.3363 -1.2371
C 1.1558 -0.9847 -0.1687
*
```

Density functional theory data (wB97M-V/def2-TZVPD) for 2 unconnected molecules or ions with the total composition C17H15BrN2O6S in a non-equilibrium geometry.

Its largest force on an atom is 2.059 eV Å⁻¹. The calculation puts the gap between HOMO and LUMO at 7.33 eV.

```
! RIJCOSX wB97M-V def2-TZVPD def2/J DEFGRID3
* xyz 0 1
H 1.7171 -0.2070 4.8488
O 3.8130 0.9849 2.8632
O 1.3246 2.5967 -2.5591
H 1.1405 -2.4169 2.8188
O 0.6571 -2.6030 -0.9165
N 1.1546 3.8113 -1.7516
H -4.9814 2.4265 -1.7593
C 0.6565 0.4246 -1.8873
C 0.3158 1.6782 -2.4067
C -0.3402 -0.5315 -1.7472
C -2.0386 1.0098 -2.6128
C 3.1560 -0.2653 -1.4457
H -4.6777 -0.1852 -0.4842
H -2.0605 -2.5168 -0.3104
C 1.9056 -1.1976 4.4287
H 0.0641 -1.0954 3.2544
C -1.6520 -0.2320 -2.1264
H 4.1442 -0.6665 -1.4300
C -4.3024 1.5709 -1.7007
H 4.0585 -0.9262 4.7828
C -1.0113 1.9547 -2.7490
C -4.2612 0.8212 -0.5421
H -3.8588 1.2211 0.3918
C -0.2812 -1.9416 -1.2348
O 4.3146 -1.1215 1.5800
S 3.5145 -0.3832 2.5246
H 1.6250 -1.9390 5.1757
C -3.4849 1.2842 -2.9690
C 2.0255 0.1253 -1.5342
C 3.3745 -1.3270 4.0384
C 1.7831 -0.4977 2.0590
Br -1.4206 3.6943 -3.4380
H 1.3750 0.5117 2.0472
O -3.5862 -1.6479 -2.2637
C -2.4572 -1.4963 -1.8972
H 3.6323 -2.3605 3.8083
N -1.6306 -2.4520 -1.2318
H -3.5282 2.1820 -3.5840
H 1.7117 -0.9385 1.0669
H -3.8516 0.4444 -3.5733
C 1.1110 -1.3695 3.1271
O 0.8499 3.5766 -0.6605
*
```

Density functional theory data (wB97M-V/def2-TZVPD) for a molecular structure, C17H15ClNO6S in a non-equilibrium geometry.

Its largest force on an atom is 1.346 eV Å⁻¹. The calculation puts the gap between HOMO and LUMO at 7.08 eV.

```
! RIJCOSX wB97M-V def2-TZVPD def2/J DEFGRID3
* xyz 1 1
C 0.2228 0.5973 4.0697
C 4.0598 -3.6414 -2.1283
O -2.6325 0.3250 2.2626
C -3.3156 3.2848 -0.4726
O 2.8863 0.8826 -1.4182
C 1.0862 1.7891 3.8561
H -0.9656 0.8794 0.3504
C 0.9646 -0.3326 1.9409
N 3.0975 -0.1707 -1.7223
O 1.1392 2.6883 4.6605
Cl 0.7901 -3.6901 -4.2242
H -0.4638 -1.2599 3.3097
H 4.5796 -4.4070 -1.6033
C -4.0700 2.0242 1.4943
H -0.3531 0.5859 4.9857
C 1.8930 1.8404 2.6017
H 2.3813 0.8067 0.7922
C 0.9728 -2.1048 -3.5226
H 0.5071 -1.3392 -4.1380
C 3.5291 -2.8019 -2.7951
C -4.2931 2.9887 0.6055
O -3.5091 4.1561 -1.2879
O 3.0218 -0.3028 -3.3182
C -2.0772 2.4597 -0.5176
H -4.7676 1.7910 2.2882
C 0.1626 -0.3887 3.1778
H -1.3802 2.6961 -1.3122
C 1.8305 0.8478 1.7217
H -1.0328 -3.4198 -2.3958
H 1.3576 -2.2750 -1.3945
S 2.7621 -1.7738 -3.8540
H 0.4412 -0.8910 -1.8959
C -0.7506 -2.6436 -1.6927
H -5.1859 3.6003 0.6198
C -2.8352 1.2020 1.4500
H 2.5157 2.7155 2.4644
O 0.9245 -1.2140 1.0974
H -0.6416 -3.1139 -0.7248
C 0.5678 -1.9576 -2.0663
C -1.8568 1.4954 0.3701
H -1.5628 -1.9287 -1.6342
*
```

Density functional theory data (wB97M-V/def2-TZVPD) for a molecular structure, C17H15F5N6O8PPt.

Its largest force on an atom is 0.733 eV Å⁻¹. The calculation puts the gap between HOMO and LUMO at 7.57 eV. As for the relative energy (zero: lowest compared OMol25 entry of this formula, charge and spin): 0.0 kJ/mol.

```
! RIJCOSX wB97M-V def2-TZVPD def2/J DEFGRID3
* xyz -1 1
C 2.2349 -4.5036 3.1415
N -2.9382 6.1828 0.8424
O 3.7823 -4.0684 -0.8338
N -0.8292 3.6853 -0.1607
H 3.1240 -1.8520 -3.3624
C 2.7845 -4.4515 1.8618
O 0.7801 1.6118 -1.9075
O -0.5099 -0.2953 -2.7475
C 2.2633 -1.3640 -3.8079
Pt 1.1439 -1.1625 -0.1452
H 1.5180 3.3965 -1.3281
H -2.0515 2.6199 -1.5452
O 0.0784 0.0133 1.1207
C 1.3241 -3.5187 3.5017
N -2.9063 4.3221 -0.6093
O 1.9569 -5.6219 5.1937
C 2.3986 -3.4469 1.0050
C -1.5593 1.5208 1.7979
H 0.8923 -3.5559 4.4923
C -1.1690 0.3978 1.0468
N -2.3144 5.0748 0.2807
H -1.6038 1.1319 -3.7567
H 3.5073 -5.1940 1.5547
C 2.9261 -3.3287 -0.4094
F -5.0725 1.9131 0.9989
H 0.3024 -1.7219 2.8328
C -2.8424 2.0225 1.7855
F -3.1291 3.1379 2.4791
F -0.6457 2.1482 2.5451
H -3.9156 5.9295 0.9371
C -2.2051 -0.2240 0.3305
O 3.4816 -6.4163 3.7176
H 1.4120 -2.0433 -3.7574
P 0.8554 0.0281 -1.9993
H 2.7800 2.1823 -1.7170
N 1.5128 -2.5008 1.3761
C -0.8633 0.3628 -3.9708
O 2.3696 -2.3819 -1.1375
F -1.9731 -1.3622 -0.3359
N -1.0858 4.7527 0.5668
F -4.4422 -0.3481 -0.4014
H -2.5367 6.2869 1.7674
H -1.2924 -0.3877 -4.6309
C -3.8261 1.4169 1.0249
H 0.0061 0.8189 -4.4437
C 2.6273 -5.6237 4.1459
C -3.4981 0.2799 0.3100
C 0.9882 -2.5258 2.6013
C 1.8141 2.3581 -1.2415
H 1.8361 2.0813 -0.1873
O 1.9887 -0.1448 -3.1033
C -1.9352 3.4546 -0.8755
H 2.4562 -1.0865 -4.8427
*
```